[1]
The following is a DFT calculation (ωB97M-V/def2-TZVPD) of an isolated molecule of C7H10.

Summary:
* energy above the lowest of the compared OMol25 structures with the same formula, charge and spin: 241.4 kJ/mol
* net charge: 0
* SMILES string: C#CC[C@@H]1C[C@@H]1C
* spin multiplicity: 1
* E_HOMO: -9.80 eV

Each line ends with the Mulliken charge.
Cartesian coordinates (Å):
C -1.657 -2.087 -1.179  -0.038
C -1.554 -0.910 -0.942  -0.297
C -1.330 0.491 -0.562  -0.881
C -0.562 0.550 0.751  -0.072
C 0.589 1.488 0.984  -0.774
C 0.836 0.008 0.863  0.220
C 1.602 -0.522 -0.329  -1.379
H -1.735 -3.132 -1.379  0.393
H -0.787 1.008 -1.362  0.291
H -2.289 1.012 -0.458  0.350
H -1.195 0.359 1.615  0.352
H 0.682 1.974 1.952  0.278
H 0.919 2.099 0.146  0.234
H 1.033 -0.529 1.789  0.370
H 2.678 -0.497 -0.122  0.387
H 1.321 -1.552 -0.571  0.294
H 1.428 0.087 -1.223  0.269

---

[2]
The following is a DFT calculation (ωB97M-V/def2-TZVPD) of an isolated molecule of C22H26N2O2.

Summary:
* energy above the lowest of the compared OMol25 structures with the same formula, charge and spin: 0.0 kJ/mol
* net charge: 0
* SMILES string: Cc1ccc(CCNC(=O)[C@H]2CCC(=O)N2CCc2ccccc2)cc1
* spin multiplicity: 1
* E_HOMO: -8.88 eV

Each line ends with the Mulliken charge.
Cartesian coordinates (Å):
C -4.107 1.182 -1.743  -1.619
C -3.213 1.319 -0.553  1.275
C -2.166 2.231 -0.530  -0.966
C -1.294 2.286 0.544  0.066
C -1.443 1.424 1.623  0.044
C -0.397 1.356 2.702  -1.315
C 0.923 0.840 2.105  -0.522
N 0.672 -0.297 1.250  0.702
C 1.445 -1.388 1.185  0.061
O 2.432 -1.579 1.865  -0.718
C 0.913 -2.476 0.230  0.380
C -0.043 -3.393 1.020  -1.181
C -1.422 -2.816 0.713  -0.129
C -1.243 -2.142 -0.637  0.567
O -2.112 -1.793 -1.405  -0.684
N 0.087 -1.984 -0.849  0.068
C 0.596 -1.548 -2.127  -1.264
C 0.836 -0.039 -2.235  -0.739
C 1.992 0.532 -1.455  0.504
C 3.126 -0.196 -1.124  -0.105
C 4.169 0.393 -0.431  -0.724
C 4.107 1.727 -0.075  -0.428
C 2.994 2.473 -0.423  -0.795
C 1.947 1.878 -1.103  -0.145
C -2.521 0.546 1.621  -0.408
C -3.394 0.496 0.552  -0.642
H -3.902 0.227 -2.227  0.275
H -5.154 1.188 -1.444  0.398
H -3.939 1.983 -2.459  0.374
H -2.022 2.899 -1.368  0.347
H -0.481 2.998 0.541  0.501
H -0.220 2.340 3.139  0.458
H -0.731 0.684 3.494  0.306
H 1.403 1.633 1.522  0.014
H 1.616 0.516 2.884  0.502
H -0.083 -0.189 0.589  -0.479
H 1.778 -3.026 -0.153  0.528
H 0.196 -3.398 2.082  0.470
H 0.032 -4.415 0.646  0.364
H -2.207 -3.568 0.661  0.498
H -1.722 -2.061 1.441  -0.194
H 1.506 -2.108 -2.355  0.431
H -0.170 -1.813 -2.863  0.544
H -0.085 0.474 -1.944  -0.048
H 1.004 0.184 -3.295  0.622
H 3.212 -1.235 -1.402  0.330
H 5.034 -0.198 -0.168  0.406
H 4.922 2.185 0.465  0.393
H 2.939 3.520 -0.161  0.391
H 1.078 2.462 -1.372  0.504
H -2.673 -0.107 2.470  0.398
H -4.213 -0.207 0.559  0.386